C6H12 in the gas phase, computed with ωB97M-V/def2-TZVPD.

Last column: natural (NBO) charge in e.
CARTESIAN COORDINATES (ANGSTROEM)
C (2.043, 0.286, -0.361)  -0.6156
C (0.792, -0.568, -0.265)  -0.2205
C (0.226, -0.817, 1.104)  -0.4195
C (-0.588, -0.060, 0.080)  -0.0607
C (-0.718, 1.453, 0.168)  -0.6075
C (-1.791, -0.797, -0.497)  -0.5912
H (2.133, 1.045, 0.430)  0.2074
H (2.866, -0.418, -0.207)  0.2169
H (2.179, 0.782, -1.334)  0.2090
H (0.812, -1.410, -0.954)  0.2065
H (0.658, -0.254, 1.932)  0.2087
H (-0.073, -1.832, 1.356)  0.2128
H (-1.525, 1.823, -0.474)  0.2127
H (0.202, 1.910, -0.200)  0.2110
H (-0.887, 1.848, 1.174)  0.2092
H (-1.607, -1.876, -0.539)  0.2062
H (-2.020, -0.460, -1.515)  0.2052
H (-2.703, -0.657, 0.103)  0.2093

Cartesian forces (eV/Å) of the 3 atoms listed first:
C 0.020 -0.111 0.001
C 0.083 -0.136 -0.141
C -0.091 -0.044 0.158

## Properties
Gap between HOMO and LUMO: 10.74 eV
LUMO energy: 1.133 eV
HOMO energy: -9.604 eV
Total energy: -235.77904 a.u.